Computed, not measured: a structure of composition C20H49BrFN4O10S2, with wB97M-V/def2-TZVPD.

Values from the calculation:
HOMO, eV: -6.166
Lowest unoccupied orbital energy, Eh: 0.082

Structure (ORCA input):
```
! wB97M-V def2-TZVPD RIJCOSX def2/J DEFGRID3
* xyz -1 1
C 1.92258 -0.86125 -3.89747
C 1.21463 -2.19469 -4.06036
F 1.21160 -2.58089 -5.39196
S -0.48314 -2.17350 -3.42408
O -0.92378 -3.54334 -3.31855
O -0.37101 -1.44313 -2.17591
N -1.15135 -1.33015 -4.59042
S -2.70213 -1.22086 -4.82239
O -2.98795 0.02188 -5.47692
O -3.30211 -2.41906 -5.32958
Br -3.63682 -0.99478 -2.79509
H 2.62245 -0.91263 -3.06193
H 1.22527 -0.04938 -3.70693
H 2.49929 -0.65437 -4.79923
H 1.68910 -3.00352 -3.49675
C -2.91124 0.12043 5.66337
O -2.06135 0.74738 4.73028
C -0.82473 0.07098 4.51154
C -0.73736 -0.45691 3.09800
N -1.66422 -1.55696 2.88118
C -1.76432 -1.97721 1.47826
C -2.34403 -0.97231 0.49610
O -3.72416 -0.69764 0.71052
C -4.00432 0.25904 1.70257
H -3.78119 0.76382 5.79082
H -3.24737 -0.86377 5.31934
H -2.41866 -0.00081 6.63475
H -0.70698 -0.74572 5.23078
H -0.02000 0.79341 4.67797
H 0.27990 -0.82002 2.92087
H -0.90460 0.39108 2.41869
H -2.58324 -1.27723 3.19801
H -2.37704 -2.88045 1.44010
H -0.76489 -2.25587 1.13140
H -2.26467 -1.38687 -0.50595
H -1.77419 -0.03559 0.48757
H -3.19920 0.99267 1.81117
H -4.18849 -0.20475 2.68035
H -4.91401 0.78808 1.41211
C 8.84143 -3.75273 -5.38588
O 7.45949 -3.82832 -5.65238
C 6.85792 -5.06551 -5.28727
C 5.84701 -4.86463 -4.18183
N 6.50797 -4.48084 -2.94250
C 5.60108 -4.11326 -1.86084
C 4.72859 -2.88136 -2.05928
O 5.45220 -1.66706 -2.12939
C 5.87036 -1.28275 -3.42405
H 9.19087 -2.79560 -5.76969
H 9.06006 -3.80549 -4.31316
H 9.39082 -4.55530 -5.89039
H 7.62543 -5.77990 -4.97291
H 6.35251 -5.46940 -6.16869
H 5.30940 -5.80376 -4.02073
H 5.11553 -4.12150 -4.52824
H 7.12360 -3.69990 -3.13415
H 6.20433 -3.95481 -0.96338
H 4.94449 -4.96536 -1.65700
H 4.07366 -2.79734 -1.18805
H 4.07548 -2.97943 -2.93492
H 5.15507 -1.60373 -4.18702
H 6.85663 -1.68296 -3.68072
H 5.92945 -0.19450 -3.43923
C -6.41709 5.88428 1.78233
O -6.21716 5.47476 3.11927
C -6.03607 4.07138 3.27631
C -4.64677 3.76436 3.78641
N -3.64866 4.07422 2.77744
C -2.26877 3.93881 3.22725
C -1.78265 4.89462 4.30833
O -1.72344 6.25051 3.89885
C -2.90895 6.99492 4.08337
H -6.60976 6.95579 1.80008
H -5.54026 5.69082 1.15518
H -7.27905 5.37888 1.33484
H -6.20944 3.55799 2.32594
H -6.77496 3.71329 3.99923
H -4.58398 2.69716 4.02370
H -4.50289 4.32193 4.72447
H -3.80311 5.01289 2.43203
H -1.62239 4.06315 2.35486
H -2.12581 2.91379 3.58736
H -0.75904 4.61039 4.56522
H -2.37903 4.81115 5.22574
H -3.46324 6.65367 4.96331
H -3.57432 6.94498 3.21623
H -2.62284 8.03662 4.23168
*
```

---

Computed, not measured: a structure of composition C5H8N in a non-equilibrium geometry, with wB97M-V/def2-TZVPD.

Values from the calculation:
HOMO, eV: -14.060
Lowest unoccupied orbital energy, Eh: -0.182
ΔE to the lowest compared entry with this formula, charge and spin, kJ/mol: 538.11

Structure (ORCA input):
```
! wB97M-V def2-TZVPD RIJCOSX def2/J DEFGRID3
* xyz 1 1
C -2.17704 -0.53345 -0.23701
C -1.60186 0.56585 0.32133
C 2.13714 0.16143 -0.24714
C -0.13164 0.88910 0.27206
C 1.25307 -0.40072 0.78709
N 0.67644 -0.06908 -0.49475
H -3.35018 -0.68556 -0.00588
H -1.72964 -1.41647 -0.65580
H -2.23826 1.14118 0.81245
H 2.54350 1.19902 -0.16536
H 2.89640 -0.50023 -0.65098
H 0.34487 1.86778 0.47355
H 1.18230 -1.39238 1.12788
H 0.22195 -0.86621 -0.97689
*
```

---

Computed, not measured: a cluster of 2 separate species, C4H5NOS in total in a non-equilibrium geometry, with wB97M-V/def2-TZVPD.

Values from the calculation:
HOMO, eV: -9.083
Lowest unoccupied orbital energy, Eh: -0.034
ΔE to the lowest compared entry with this formula, charge and spin, kJ/mol: 595.49

Structure (ORCA input):
```
! wB97M-V def2-TZVPD RIJCOSX def2/J DEFGRID3
* xyz 0 1
C 1.11832 -0.63916 -0.62796
C 2.46589 -0.09991 -0.51731
C 0.41303 0.19066 0.14214
C -2.27538 -0.29803 0.81672
N 2.44747 0.87089 0.21541
O 1.19864 1.18930 0.64287
S -3.23883 0.37403 -0.32262
H 0.77171 -1.53951 -1.01706
H 3.32505 -0.61375 -0.86997
H -2.75182 -1.28528 1.15094
H -0.76472 0.20993 0.45383
H -2.70937 1.64085 -0.06699
*
```